Entry from the OMol25 dataset: one molecule with the formula C4H2ClF3O at a distorted geometry (ωB97M-V with the def2-TZVPD basis set).

CARTESIAN COORDINATES (ANGSTROEM)
C  -1.57716  -0.11710  0.55873
C  0.91221  -0.43949  0.00605
C  -0.57792  -0.78304  -0.20094
C  1.48148  1.00855  -0.27899
O  -1.38955  0.61007  1.49518
F  -0.86993  -1.40836  -1.33207
F  1.35000  1.90429  0.67059
F  1.24953  1.56320  -1.44938
Cl  -3.22430  -0.60468  0.09755
H  1.16205  -0.60553  1.05303
H  1.48358  -1.12792  -0.61974

Forces on atoms 1 to 6 (eV/Å):
C -1.063 -0.291 0.457
C -0.405 0.321 -0.223
C 2.329 1.285 -0.534
C -0.606 -1.523 0.203
O 0.313 -0.082 -0.311
F -0.089 0.130 0.440

Output
Orbital gap (spin up / spin down), eV: 9.56 / 7.14
ΔE to the lowest compared entry with this formula, charge and spin, kcal per mole: 46.2
E_LUMO (spin up / spin down), eV: -0.2605 / -1.9370
HOMO (spin up / spin down), eV: -9.816 / -9.078
Total energy, a.u.: -988.54025

Entry from the OMol25 dataset: C10H24N6O7Sm as an isolated structure at a distorted geometry (ωB97M-V with the def2-TZVPD basis set).

CARTESIAN COORDINATES (ANGSTROEM)
O  -0.00544  0.35209  -5.17867
H  -0.57677  -0.05843  -5.84904
Sm  -0.03151  0.06069  -0.15566
N  0.19825  1.93852  1.18033
N  1.62190  1.07664  -1.18040
N  -1.38501  -1.17818  1.33821
N  -0.21092  -1.86574  -1.14418
O  -0.39416  2.22733  2.26874
O  -1.85658  -0.78500  2.62832
O  0.41731  -2.02336  -2.44758
O  2.17028  0.32715  -2.09583
C  2.01169  2.11726  -0.45509
C  1.36345  2.49403  0.79842
C  -1.30484  -2.42075  0.95398
C  -0.73498  -2.77535  -0.37282
C  1.71676  3.62109  1.68226
H  1.96095  3.21889  2.66562
H  0.82983  4.25465  1.75444
H  2.54581  4.16241  1.27035
C  3.11561  2.81729  -1.13338
H  2.78750  3.03017  -2.15237
H  3.95782  2.12859  -1.17088
H  3.35503  3.71440  -0.60625
C  -2.02399  -3.39600  1.79692
C  -0.82781  -4.13069  -0.92796
H  -2.66187  -2.85470  2.50163
H  -1.27654  -3.97375  2.31863
H  -2.61200  -3.99495  1.12711
H  -0.05430  -4.29196  -1.68026
H  -1.80846  -4.23863  -1.38459
H  -0.70249  -4.81369  -0.10742
H  -1.42669  0.13874  2.76056
H  0.63774  -1.08990  -2.74550
C  -0.89138  0.78226  -4.13730
H  -0.37019  1.49943  -3.46792
H  -1.30667  -0.08831  -3.57688
H  -1.74336  1.32062  -4.60168
O  -2.05060  1.11101  -0.21164
H  -2.09951  0.21517  0.28323
H  -1.38511  1.68755  0.30115
N  0.65770  -1.21425  3.89281
C  0.21850  -0.04558  3.32148
N  -0.24334  0.83327  4.37404
O  0.73505  -0.04043  2.17592
H  0.83746  -1.34004  4.83699
H  0.96906  -1.80132  3.10214
H  -0.67477  1.76292  4.29427
H  -0.07070  0.56087  5.35058

Forces on atoms 1 to 6 (eV/Å):
O -0.585 -0.146 0.466
H 0.475 0.168 0.196
Sm 3.944 1.881 0.090
N 1.699 1.544 -3.102
N -1.460 0.438 3.258
N -0.093 -0.231 0.400

Output
⟨S²⟩: 8.7841
Orbital gap (spin up / spin down), eV: 4.87 / 4.90
ΔE to the lowest compared entry with this formula, charge and spin, kcal per mole: 146.9
E_LUMO (spin up / spin down), eV: -5.1343 / -5.1346
HOMO (spin up / spin down), eV: -10.004 / -10.039
Net charge: +1
Total energy, a.u.: -1908.02539
Multiplicity: 6

Entry from the OMol25 dataset: C32H43F9N2O3Os as an isolated structure (ωB97M-V with the def2-TZVPD basis set).

CARTESIAN COORDINATES (ANGSTROEM)
Os  1.17274  -1.81930  -1.28040
C  -4.14234  1.24417  2.31691
C  -4.41830  -0.23267  2.03817
C  -5.69175  -0.34959  1.18067
C  -4.61706  -0.96249  3.37821
C  -3.27837  -0.88543  1.28614
C  -2.16444  -0.22298  0.89832
C  -1.14924  -0.95305  0.22423
N  0.02633  -0.53489  -0.17830
C  0.46554  0.79809  -0.24965
C  0.37562  1.72281  0.74520
C  0.89184  3.01500  0.51516
C  1.46850  3.30471  -0.74283
C  1.60533  2.41745  -1.78023
C  1.08824  1.08240  -1.54297
O  1.11887  0.14039  -2.38887
C  2.28883  2.87643  -3.06674
C  3.69048  3.40345  -2.70811
C  2.45479  1.79461  -4.13720
C  1.44729  4.01930  -3.66631
C  0.85769  4.09161  1.57767
C  0.21134  3.61196  2.87670
C  2.30258  4.53360  1.87563
C  0.05202  5.28612  1.02992
C  -1.39029  -2.36062  -0.19440
O  -0.52020  -2.84642  -0.99221
C  -2.55166  -3.06585  0.24997
C  -3.42111  -2.30832  0.96848
C  -2.76730  -4.53864  -0.08107
C  -2.88275  -4.72464  -1.60336
C  -4.05500  -5.05505  0.56036
C  -1.58913  -5.35522  0.47522
H  -4.98555  1.67306  2.85673
H  -3.25475  1.37749  2.93996
H  -4.02348  1.81650  1.39434
H  -6.51855  0.12419  1.71014
H  -5.57012  0.15578  0.22145
H  -5.97998  -1.38501  0.99284
H  -5.44787  -0.50082  3.91201
H  -4.86263  -2.01768  3.25606
H  -3.72770  -0.88499  4.00566
H  -2.01774  0.82376  1.10816
H  -0.02993  1.45922  1.71054
H  1.84965  4.30567  -0.88582
H  4.30415  2.61864  -2.26346
H  4.18514  3.74551  -3.61719
H  3.65632  4.24641  -2.01765
H  3.06946  0.96522  -3.78618
H  1.49926  1.40348  -4.48264
H  2.96116  2.24347  -4.99161
H  1.34755  4.86147  -2.98113
H  1.93230  4.38457  -4.57160
H  0.44795  3.67302  -3.93531
H  0.75554  2.77563  3.32114
H  0.22100  4.42475  3.60165
H  -0.83325  3.32377  2.73148
H  2.90400  3.69875  2.23966
H  2.79536  4.95792  1.00084
H  2.28654  5.30201  2.64872
H  -0.97883  5.00132  0.81233
H  0.03368  6.07674  1.78035
H  0.49245  5.70161  0.12396
H  -4.32843  -2.77532  1.32182
H  -3.72344  -4.15653  -2.00514
H  -1.97772  -4.42453  -2.12812
H  -3.05914  -5.77791  -1.82249
H  -4.93782  -4.53297  0.18536
H  -4.17305  -6.10916  0.31243
H  -4.02998  -4.97881  1.64957
H  -0.64177  -5.08257  0.00979
H  -1.49730  -5.22774  1.55520
H  -1.76030  -6.41376  0.27926
N  2.00025  -3.28481  -2.61106
H  2.65727  -2.87327  -3.27306
H  1.28022  -3.74879  -3.16401
H  2.50578  -4.01986  -2.11594
F  5.51654  -0.35986  -1.26397
C  4.93280  -0.24187  -0.07573
F  5.85878  -0.25955  0.86847
F  4.30643  0.94030  -0.05026
C  3.88276  -1.38064  0.12569
O  2.89179  -1.15550  -0.81191
C  3.26720  -1.31679  1.55829
F  2.77234  -0.09613  1.78675
F  4.14441  -1.61240  2.49656
F  2.23490  -2.16950  1.64933
C  4.50642  -2.78004  -0.14552
F  3.57441  -3.73310  0.06626
F  5.55164  -3.02186  0.61430
F  4.85479  -2.88542  -1.43159

Forces on atoms 1 to 6 (eV/Å):
Os -0.515 0.037 0.218
C 0.005 -0.007 -0.012
C 0.025 0.062 -0.012
C -0.028 -0.019 0.004
C -0.003 -0.006 0.018
C -0.102 -0.035 0.012

Output
⟨S²⟩: 6.0610
Orbital gap (spin up / spin down), eV: 5.88 / 6.06
E_LUMO (spin up / spin down), eV: -8.3948 / -8.9088
HOMO (spin up / spin down), eV: -14.275 / -14.968
Net charge: +2
Total energy, a.u.: -2569.32590
Multiplicity: 5

Entry from the OMol25 dataset: a 2-piece molecular cluster, C2H9NO overall at a distorted geometry (ωB97M-V with the def2-TZVPD basis set).

CARTESIAN COORDINATES (ANGSTROEM)
C  1.05599  -3.20142  -2.09984
H  0.34070  -2.78838  -1.38972
H  1.94226  -3.39267  -1.49441
H  1.26095  -2.57217  -2.94685
H  0.67557  -4.19475  -2.33749
N  0.31787  2.51707  0.81905
C  -0.55347  1.71846  1.62563
O  -1.89086  1.84398  1.04837
H  0.11414  2.33791  -0.16398
H  0.15874  3.48629  1.05909
H  -0.32281  0.65747  1.53101
H  -0.52312  1.98727  2.67846
H  -2.57595  1.60095  1.67068

Forces on atoms 1 to 6 (eV/Å):
C -0.092 -0.896 1.357
H -0.122 0.412 -0.313
H 0.286 0.227 -0.268
H -0.056 0.117 -0.243
H -0.018 0.141 -0.532
N 0.114 -0.366 0.636

Output
Orbital gap, eV: 10.84
ΔE to the lowest compared entry with this formula, charge and spin, kcal per mole: 10.9
E_LUMO, eV: 0.9084
HOMO, eV: -9.936
Total energy, a.u.: -211.56771

Entry from the OMol25 dataset: C8H18F6KO14P2S2 as an isolated structure at a distorted geometry (ωB97M-V with the def2-TZVPD basis set).

CARTESIAN COORDINATES (ANGSTROEM)
K  1.44685  0.12997  0.65632
C  3.52647  -3.02491  2.47253
F  3.19983  -4.33147  2.44003
F  2.65138  -2.40000  3.24010
F  4.72906  -2.94648  3.03330
S  3.56942  -2.35076  0.74683
O  2.20258  -2.42330  0.20442
O  3.92065  -0.95136  0.98804
O  4.54005  -3.13221  0.00763
C  -1.09669  4.04314  0.83105
F  -2.15294  3.71705  1.59653
F  -1.08450  3.20910  -0.22040
F  -1.28355  5.29540  0.41517
S  0.50872  3.90318  1.84553
O  0.01487  4.04950  3.19931
O  1.05182  2.56456  1.57405
O  1.33655  4.98204  1.35055
C  -1.62238  1.63038  -2.83878
O  -0.56136  2.53802  -3.10835
P  0.93172  1.98700  -3.04358
O  1.26546  1.40042  -1.73070
O  1.82292  3.20120  -3.53613
C  1.78107  4.38064  -2.71558
O  1.09319  0.94415  -4.23506
C  0.58550  1.24194  -5.53697
H  -2.16283  1.43227  -3.76673
H  -2.21205  1.93984  -1.98290
H  -1.25693  0.62489  -2.58598
H  2.45588  5.14501  -3.08781
H  2.03912  4.13287  -1.68364
H  0.77802  4.81320  -2.68901
H  0.01917  2.18443  -5.55672
H  -0.15673  0.53213  -5.89998
H  1.47203  1.42002  -6.14781
C  -1.41594  -4.48705  3.53260
O  -0.79093  -3.35270  2.93971
P  -1.62321  -2.31835  2.04726
O  -0.94019  -1.03231  1.85341
O  -3.00982  -2.23648  2.84085
C  -3.79950  -1.04634  2.86522
O  -2.01874  -3.17038  0.79022
C  -1.04522  -3.82734  -0.02660
H  -2.35944  -4.75502  3.06111
H  -1.38538  -4.34722  4.60736
H  -0.78716  -5.35829  3.31512
H  -4.84300  -1.18725  2.60684
H  -3.30282  -0.30764  2.22647
H  -3.70959  -0.57239  3.84618
H  -1.13495  -3.47522  -1.05619
H  -1.16277  -4.90012  0.09959
H  -0.02372  -3.50777  0.21559

Forces on atoms 1 to 6 (eV/Å):
K -0.131 0.297 0.077
C 0.138 -0.760 -0.850
F -0.197 -0.079 0.078
F -0.300 0.294 0.202
F 0.248 0.215 0.166
S -0.074 1.317 -1.670

Output
Orbital gap, eV: 8.40
ΔE to the lowest compared entry with this formula, charge and spin, kcal per mole: 0.0
E_LUMO, eV: 2.0387
HOMO, eV: -6.366
Net charge: -1
Total energy, a.u.: -4047.60368

Entry from the OMol25 dataset: one molecule with the formula C3H4OS at a distorted geometry (ωB97M-V with the def2-TZVPD basis set).

CARTESIAN COORDINATES (ANGSTROEM)
C  -0.13190  1.32485  -0.36902
C  -0.57280  -0.06566  0.08918
C  0.50864  -0.99858  0.34299
O  0.91071  1.66274  -0.90885
S  -2.14133  -0.24498  0.32425
H  -0.86746  2.05788  -0.44153
H  1.39783  -0.48374  0.42874
H  0.60103  -1.58736  -0.66286
H  0.29529  -1.66514  1.19710

Forces on atoms 1 to 6 (eV/Å):
C 1.674 -0.181 -2.099
C 0.337 1.823 0.452
C -1.225 -2.841 -1.774
O -0.244 -1.461 1.155
S -0.600 -0.253 -0.005
H -2.156 1.210 0.673

Output
Orbital gap, eV: 8.03
ΔE to the lowest compared entry with this formula, charge and spin, kcal per mole: 25.5
E_LUMO, eV: -1.2918
HOMO, eV: -9.322
Total energy, a.u.: -590.08395